A 8-piece molecular cluster, C31H49B2BrO23 overall at a distorted geometry. Source: the Open Molecules 2025 dataset; level of theory: ωB97M-V/def2-TZVPD.

Cartesian coordinates (Å):
C1 -2.267 0.198 -3.344
B1 -0.687 0.062 -3.637
O1 -0.012 -1.133 -3.442
B2 0.067 1.461 -4.178
C2 0.419 2.732 -3.254
C3 1.379 2.447 -2.093
O2 1.494 3.237 -1.248
Br1 2.400 0.791 -1.941
H1 -2.846 -0.238 -4.180
H2 -2.577 -0.302 -2.410
H3 -2.499 1.273 -3.217
H4 -0.658 -1.853 -3.404
H5 0.307 1.511 -5.347
H6 0.797 3.530 -3.919
H7 -0.496 3.158 -2.796
C4 -2.082 -3.175 1.323
C5 -2.907 -1.920 1.453
C6 -4.352 -2.159 1.792
O3 -4.984 -1.000 1.223
C7 -4.212 -0.606 0.182
O4 -4.540 0.198 -0.637
O5 -3.015 -1.242 0.188
H8 -1.081 -2.933 0.980
H9 -2.011 -3.698 2.274
H10 -2.510 -3.847 0.585
H11 -2.436 -1.237 2.165
H12 -4.528 -2.214 2.864
H13 -4.769 -3.049 1.314
C8 3.346 -3.451 -1.531
C9 2.865 -4.108 -0.259
C10 2.885 -5.613 -0.298
O6 1.853 -5.954 0.632
C11 0.964 -4.927 0.627
O7 -0.113 -4.965 1.130
O8 1.469 -3.847 -0.032
H14 3.218 -2.369 -1.482
H15 4.400 -3.667 -1.707
H16 2.768 -3.795 -2.390
H17 3.424 -3.723 0.599
H18 3.841 -6.029 0.014
H19 2.619 -6.023 -1.276
C12 0.163 -3.548 4.692
C13 -0.446 -2.347 5.377
C14 -1.106 -2.659 6.694
O9 -2.097 -1.630 6.785
C15 -2.424 -1.286 5.511
O10 -3.354 -0.610 5.212
O11 -1.546 -1.823 4.621
H20 0.532 -3.276 3.702
H21 0.990 -3.953 5.276
H22 -0.582 -4.333 4.543
H23 0.300 -1.553 5.479
H24 -0.416 -2.610 7.534
H25 -1.613 -3.628 6.704
C16 -2.981 2.841 0.745
C17 -2.632 4.284 0.490
C18 -1.154 4.558 0.498
O12 -1.104 5.934 0.889
C19 -2.215 6.166 1.646
O13 -2.388 7.143 2.298
O14 -3.090 5.129 1.555
H26 -4.061 2.719 0.829
H27 -2.618 2.199 -0.059
H28 -2.553 2.497 1.690
H29 -3.101 4.628 -0.437
H30 -0.694 4.415 -0.478
H31 -0.608 3.967 1.238
C20 1.280 7.244 2.383
C21 2.330 7.719 1.410
C22 3.607 6.924 1.447
O15 4.573 7.882 1.004
C23 4.098 9.110 1.354
O16 4.734 10.111 1.318
O17 2.799 9.033 1.751
H32 0.423 7.918 2.379
H33 0.938 6.244 2.129
H34 1.667 7.237 3.405
H35 1.914 7.762 0.399
H36 3.585 6.059 0.784
H37 3.882 6.596 2.453
C24 -6.842 -5.044 -2.193
C25 -5.468 -4.812 -1.612
C26 -4.390 -5.676 -2.213
O18 -3.445 -5.766 -1.143
C27 -4.146 -5.631 0.015
O19 -3.709 -5.850 1.096
O20 -5.416 -5.206 -0.233
H38 -7.587 -4.464 -1.648
H39 -6.874 -4.757 -3.244
H40 -7.131 -6.092 -2.103
H41 -5.208 -3.750 -1.669
H42 -3.936 -5.231 -3.096
H43 -4.732 -6.685 -2.457
C28 7.490 2.241 -4.600
C29 6.561 1.537 -3.640
C30 7.258 0.888 -2.474
O21 6.361 -0.176 -2.144
C31 5.712 -0.514 -3.291
O22 5.044 -1.488 -3.423
O23 5.930 0.409 -4.263
H44 6.937 2.601 -5.469
H45 7.978 3.090 -4.120
H46 8.255 1.558 -4.974
H47 5.774 2.221 -3.307
H48 7.387 1.563 -1.630
H49 8.227 0.454 -2.737

**Kohn-Sham gap**: 9.75 eV
**Maximum force**: 0.050 hartree/bohr
**Highest occupied orbital energy**: -0.3645 Ha
**Total energy**: -151431.8789 eV
**SMILES string**: C[C@@H]1COC(=O)O1.C[C@@H]1COC(=O)O1.C[C@@H]1COC(=O)O1.C[C@@H]1COC(=O)O1.C[C@@H]1COC(=O)O1.C[C@@H]1COC(=O)O1.C[C@@H]1COC(=O)O1.CB(O)BCC(=O)Br

Atomic partial charges in e from the Löwdin method, atoms 1 to 6: -0.01 -0.47 0.07 -0.02 -0.14 -0.80

***

C31H49BGeN6RuS3 as an isolated structure. Source: the Open Molecules 2025 dataset; level of theory: ωB97M-V/def2-TZVPD.

Cartesian coordinates (Å):
Ru1 0.522 0.370 -0.137
C1 -4.065 -0.342 -2.795
C2 -3.879 -0.076 -1.338
C3 -4.912 0.217 -0.488
C4 -4.670 0.473 0.884
N1 -3.462 0.376 1.379
N2 -2.462 0.072 0.562
B1 -1.112 -0.326 1.164
N3 -1.037 -1.869 1.206
N4 -2.189 -2.517 1.287
C5 -2.183 -3.822 1.410
C6 -0.959 -4.529 1.452
C7 0.238 -3.865 1.365
C8 1.561 -4.555 1.372
C9 0.162 -2.463 1.224
S1 1.550 -1.444 1.041
C10 -3.521 -4.525 1.483
C11 -3.713 -5.313 0.175
C12 -4.662 -3.518 1.644
C13 -3.528 -5.496 2.673
N5 -0.824 0.230 2.579
N6 -1.335 -0.495 3.563
C14 -1.120 -0.143 4.807
C15 -0.356 1.009 5.102
C16 0.185 1.762 4.092
C17 1.023 2.973 4.336
C18 -0.062 1.313 2.771
S2 0.619 2.113 1.395
C19 -1.769 -0.982 5.890
C20 -1.009 -0.875 7.217
C21 -1.852 -2.453 5.463
C22 -3.191 -0.416 6.074
C23 -2.592 -0.110 -0.757
S3 -1.171 -0.369 -1.708
C24 -5.804 0.884 1.801
C25 -6.998 -0.066 1.609
C26 -5.361 0.844 3.262
C27 -6.217 2.314 1.410
H1 -5.120 -0.338 -3.057
H2 -3.637 -1.308 -3.068
H3 -3.551 0.413 -3.393
H4 -5.920 0.256 -0.875
H5 -0.963 -5.608 1.536
H6 1.443 -5.632 1.459
H7 2.178 -4.202 2.199
H8 2.103 -4.336 0.449
H9 -3.686 -4.650 -0.692
H10 -4.683 -5.810 0.195
H11 -2.945 -6.079 0.052
H12 -4.730 -2.856 0.780
H13 -4.523 -2.906 2.537
H14 -5.604 -4.060 1.738
H15 -2.818 -6.313 2.540
H16 -4.520 -5.938 2.766
H17 -3.297 -4.980 3.607
H18 -0.172 1.282 6.132
H19 1.363 3.013 5.368
H20 0.447 3.878 4.128
H21 1.885 2.984 3.669
H22 0.063 -1.042 7.089
H23 -1.384 -1.638 7.898
H24 -1.166 0.091 7.699
H25 -0.858 -2.906 5.445
H26 -2.301 -2.547 4.475
H27 -2.463 -3.003 6.177
H28 -3.165 0.658 6.270
H29 -3.668 -0.905 6.924
H30 -3.791 -0.590 5.181
H31 -6.695 -1.110 1.708
H32 -7.481 0.068 0.640
H33 -7.745 0.144 2.373
H34 -5.047 -0.166 3.528
H35 -6.194 1.129 3.904
H36 -4.532 1.528 3.445
H37 -6.586 2.354 0.384
H38 -5.379 3.007 1.505
H39 -7.017 2.653 2.068
C28 2.103 -0.914 -2.932
Ge1 2.053 1.061 -3.078
C29 3.850 1.820 -2.793
C30 1.198 1.768 -4.697
C31 1.142 1.696 -1.421
H40 2.642 -1.360 -3.767
H41 1.097 -1.330 -2.923
H42 2.623 -1.177 -2.012
H43 4.477 1.486 -3.621
H44 4.279 1.467 -1.857
H45 3.826 2.908 -2.791
H46 1.865 1.586 -5.540
H47 1.037 2.840 -4.603
H48 0.246 1.274 -4.884
H49 1.131 2.777 -1.274

**Kohn-Sham gap (spin up / spin down)**: 6.84 / 6.03 eV
**Maximum force**: 0.015 hartree/bohr
**Charge**: +2
**Highest occupied orbital energy (spin up / spin down)**: -0.4901 / -0.5240 Ha
**Total energy**: -134149.1906 eV
**Relative energy (zero: lowest compared OMol25 entry of this formula, charge and spin)**: 21.20 kJ/mol
**Spin multiplicity**: 5

Atomic partial charges in e from the Löwdin method, atoms 1 to 6: 0.74 -0.04 -0.22 0.10 -0.18 0.21

***

C31H49BN7O2PSTa as an isolated structure. Source: the Open Molecules 2025 dataset; level of theory: ωB97M-V/def2-TZVPD.

Cartesian coordinates (Å):
Ta1 -1.324 0.446 0.097
N1 -4.194 2.193 -2.405
C1 -3.798 1.350 -3.445
C2 -4.293 1.183 -4.733
C3 -3.660 0.228 -5.500
C4 -2.585 -0.533 -5.006
C5 -2.100 -0.361 -3.726
C6 -2.728 0.606 -2.948
N2 -2.498 1.017 -1.631
C7 -3.406 1.969 -1.358
C8 -3.427 2.560 -0.012
C9 -4.148 3.569 0.529
S1 -3.700 3.825 2.164
C10 -2.574 2.591 2.076
N3 -2.521 1.993 0.892
H1 -4.964 2.846 -2.441
H2 -5.123 1.761 -5.116
H3 -4.002 0.054 -6.511
H4 -2.132 -1.273 -5.650
H5 -1.277 -0.961 -3.357
H6 -4.906 4.179 0.062
H7 -1.960 2.296 2.917
N4 0.323 0.518 0.725
P1 1.972 0.807 0.901
N5 2.176 2.408 0.701
C11 3.299 2.902 -0.125
C12 2.799 3.293 -1.508
C13 1.663 4.311 -1.410
C14 0.543 3.813 -0.491
C15 1.115 3.407 0.862
N6 2.585 -0.136 -0.274
C16 1.749 -0.765 -1.317
C17 2.618 -1.427 -2.385
C18 3.775 -0.512 -2.765
C19 4.702 -0.270 -1.559
C20 3.999 -0.592 -0.244
N7 2.521 0.368 2.345
C21 2.480 -1.060 2.747
C22 3.800 -1.483 3.378
C23 4.168 -0.561 4.536
C24 4.188 0.893 4.076
C25 2.857 1.286 3.454
H8 4.081 2.145 -0.171
H9 3.724 3.763 0.397
H10 2.455 2.392 -2.027
H11 3.625 3.703 -2.091
H12 1.271 4.545 -2.400
H13 2.052 5.248 -1.001
H14 0.056 2.942 -0.961
H15 -0.220 4.585 -0.360
H16 0.360 3.031 1.554
H17 1.564 4.280 1.344
H18 1.160 0.022 -1.818
H19 1.063 -1.495 -0.867
H20 1.990 -1.646 -3.250
H21 2.985 -2.389 -2.024
H22 3.372 0.438 -3.125
H23 4.333 -0.940 -3.596
H24 5.049 0.764 -1.558
H25 5.594 -0.894 -1.624
H26 4.500 -0.125 0.603
H27 4.002 -1.666 -0.046
H28 2.237 -1.670 1.875
H29 1.662 -1.176 3.465
H30 4.588 -1.458 2.621
H31 3.713 -2.517 3.713
H32 5.135 -0.842 4.952
H33 3.435 -0.677 5.341
H34 4.987 1.049 3.345
H35 4.389 1.561 4.915
H36 2.879 2.303 3.069
H37 2.058 1.215 4.201
C26 -2.428 -4.788 1.995
C27 -3.010 -3.434 1.656
C28 -4.131 -3.062 2.609
O1 -1.945 -2.408 1.864
B1 -2.128 -1.513 0.896
O2 -3.011 -1.811 -0.099
C29 -3.382 -3.255 0.144
C30 -2.523 -4.060 -0.811
C31 -4.851 -3.406 -0.173
H38 -2.202 -4.829 3.059
H39 -1.517 -4.994 1.439
H40 -3.155 -5.572 1.778
H41 -3.734 -3.029 3.623
H42 -4.927 -3.805 2.582
H43 -4.562 -2.088 2.373
H44 -1.458 -3.938 -0.602
H45 -2.724 -3.738 -1.832
H46 -2.761 -5.120 -0.740
H47 -5.471 -2.717 0.394
H48 -5.171 -4.424 0.059
H49 -5.019 -3.242 -1.237

**Kohn-Sham gap**: 6.52 eV
**Maximum force**: 0.017 hartree/bohr
**Charge**: +3
**Highest occupied orbital energy**: -0.6160 Ha
**Total energy**: -69800.9152 eV
**Relative energy (zero: lowest compared OMol25 entry of this formula, charge and spin)**: 54.69 kJ/mol

Atomic partial charges in e from the Löwdin method, atoms 1 to 6: 1.78 0.23 -0.15 0.03 -0.02 -0.03

***

A 3-piece molecular cluster, C31H49BrF9NO7S overall at a distorted geometry. Source: the Open Molecules 2025 dataset; level of theory: ωB97M-V/def2-TZVPD.

Cartesian coordinates (Å):
C1 -2.066 -2.517 1.816
C2 -0.764 -1.840 2.574
O1 -1.009 -1.478 3.986
C3 -1.431 -0.039 4.052
C4 -0.178 0.940 4.461
O2 -0.253 2.307 3.928
C5 -0.198 2.336 2.451
C6 -1.635 2.702 1.677
C7 -2.977 3.049 2.547
C8 -4.095 1.862 2.642
C9 -4.246 0.918 1.313
O3 -5.414 2.541 2.855
C10 -1.630 2.743 0.005
C11 -2.941 3.117 -0.915
C12 -0.227 2.432 -0.783
C13 1.181 2.095 -0.017
C14 1.220 2.034 1.616
C15 2.626 1.733 2.394
C16 3.490 0.459 1.843
C17 4.317 -0.141 3.168
Br1 2.417 -1.055 1.102
C18 2.309 1.917 -1.185
O4 3.642 1.865 -1.177
N1 1.590 1.872 -2.538
C19 1.825 0.650 -3.400
C20 1.073 0.674 -4.857
C21 1.813 -0.177 -6.048
F1 1.716 0.721 -7.267
F2 3.309 -0.301 -5.859
C22 1.079 -1.552 -6.510
F3 -0.290 -1.164 -7.013
F4 1.794 -2.105 -7.698
S1 0.850 -2.892 -5.262
F5 -0.389 -2.095 -4.393
F6 -0.392 -3.565 -6.292
F7 1.985 -3.860 -6.175
F8 2.102 -2.384 -4.224
F9 0.624 -4.246 -4.237
C23 0.172 2.367 -2.371
O5 -0.749 2.779 -3.245
H1 -2.090 -2.071 0.709
H2 -1.950 -3.689 1.674
H3 -3.075 -2.232 2.342
H4 -0.407 -0.956 1.896
H5 0.099 -2.651 2.580
H6 -1.896 0.190 2.997
H7 -2.338 0.046 4.823
H8 0.813 0.364 4.225
H9 -0.219 1.043 5.649
H10 -2.636 3.334 3.654
H11 -3.474 4.016 2.110
H12 -3.945 1.193 3.619
H13 -4.783 1.486 0.415
H14 -4.988 0.032 1.603
H15 -3.232 0.417 1.011
H16 -5.979 2.374 2.043
H17 -3.432 2.141 -1.400
H18 -3.793 3.561 -0.212
H19 -2.738 3.942 -1.729
H20 2.480 1.598 3.555
H21 3.306 2.699 2.252
H22 4.345 0.742 1.069
H23 3.606 -0.546 4.005
H24 5.085 -0.978 2.803
H25 5.010 0.728 3.606
H26 1.411 -0.313 -2.830
H27 2.995 0.498 -3.452
H28 1.072 1.821 -5.192
H29 -0.087 0.417 -4.730
C24 -6.183 0.202 8.064
C25 -5.647 0.728 6.742
O6 -5.782 -0.198 5.666
C26 -7.109 -0.606 5.343
C27 -8.013 0.545 4.937
H30 -5.678 -0.731 8.338
H31 -6.023 0.937 8.860
H32 -7.253 -0.008 8.015
H33 -4.577 0.927 6.852
H34 -6.112 1.683 6.479
H35 -7.541 -1.175 6.173
H36 -7.026 -1.304 4.502
H37 -8.138 1.271 5.743
H38 -9.005 0.171 4.664
H39 -7.591 1.078 4.078
C28 5.784 -3.024 -5.385
C29 6.345 -1.773 -6.043
O7 7.426 -1.189 -5.321
C30 8.579 -2.006 -5.134
C31 9.221 -2.454 -6.436
H40 5.447 -2.802 -4.365
H41 4.936 -3.410 -5.960
H42 6.530 -3.818 -5.316
H43 5.554 -1.018 -6.090
H44 6.643 -1.972 -7.076
H45 8.335 -2.863 -4.498
H46 9.303 -1.404 -4.573
H47 8.545 -3.067 -7.036
H48 10.120 -3.044 -6.235
H49 9.501 -1.586 -7.043

**Kohn-Sham gap**: 6.50 eV
**Maximum force**: 0.162 hartree/bohr
**Highest occupied orbital energy**: -0.3317 Ha
**Total energy**: -154077.5720 eV
**SMILES string**: CCOCCOc1c(C[C@H](C)O)c(C)c2c(c1C[C@@H](C)Br)C(=O)N(CCC(F)(F)C(F)(F)S(F)(F)(F)(F)F)C2=O.CCOCC.CCOCC

Atomic partial charges in e from the Löwdin method, atoms 1 to 6: -0.10 -0.28 -0.21 -0.15 -0.14 -0.16

***

A 5-piece molecular cluster, C31H49F2NO8SSi overall at a distorted geometry. Source: the Open Molecules 2025 dataset; level of theory: ωB97M-V/def2-TZVPD.

Cartesian coordinates (Å):
C1 3.366 -1.694 3.592
C2 4.552 -1.892 2.478
O1 5.426 -0.861 2.315
O2 4.791 -3.079 1.644
C3 3.850 -3.176 0.517
C4 3.820 -1.841 -0.460
C5 2.364 -1.111 -0.310
C6 2.399 0.510 -0.100
C7 3.578 1.409 -0.214
C8 3.332 3.032 0.106
O3 3.919 4.019 -0.602
C9 2.252 3.318 1.350
N1 2.538 4.447 2.326
C10 3.612 4.040 3.123
S1 4.768 3.228 4.120
C11 1.048 2.401 1.471
C12 -0.062 2.566 2.684
F1 -0.795 3.859 2.665
F2 0.742 2.569 3.962
C13 -1.071 1.243 2.824
C14 -2.586 1.543 2.258
Si1 -3.376 0.079 1.270
C15 -5.266 0.050 1.807
C16 -3.412 0.567 -0.624
C17 -2.488 -1.606 1.601
C18 -2.624 -2.413 3.021
C19 -1.771 -3.813 3.178
C20 -0.809 -4.444 2.003
C21 -0.698 -3.635 0.579
C22 -1.541 -2.207 0.395
C23 0.937 1.228 0.284
O4 -0.200 0.907 -0.347
H1 3.842 -1.038 4.469
H2 2.995 -2.695 4.073
H3 2.490 -1.020 3.156
H4 2.760 -3.537 0.843
H5 4.258 -4.059 -0.175
H6 4.748 -1.176 -0.209
H7 3.899 -2.199 -1.596
H8 1.612 -1.391 -1.195
H9 1.850 -1.564 0.667
H10 4.622 0.977 -0.515
H11 -1.193 1.075 4.000
H12 -0.580 0.260 2.415
H13 -2.678 2.499 1.588
H14 -3.300 1.728 3.197
H15 -5.504 -0.811 2.572
H16 -5.519 1.094 2.327
H17 -5.985 0.000 0.856
H18 -3.352 1.756 -0.704
H19 -2.526 0.109 -1.238
H20 -4.435 0.197 -1.097
H21 -3.289 -1.978 3.910
H22 -1.819 -4.418 4.200
H23 -0.176 -5.440 2.107
H24 -0.008 -4.047 -0.290
H25 -1.408 -1.683 -0.660
C24 1.624 8.669 3.332
C25 0.362 7.889 3.026
O5 0.385 7.439 1.680
H26 1.718 9.529 2.660
H27 1.619 9.028 4.366
H28 2.511 8.046 3.179
H29 -0.521 8.521 3.159
H30 0.267 7.021 3.685
H31 1.168 6.871 1.574
C26 4.030 -1.576 -5.879
C27 2.887 -2.371 -5.283
O6 3.018 -2.426 -3.870
H32 4.992 -2.031 -5.617
H33 3.947 -1.529 -6.968
H34 4.042 -0.556 -5.481
H35 2.892 -3.396 -5.667
H36 1.923 -1.916 -5.530
H37 3.003 -1.511 -3.539
C28 -6.470 1.640 -3.167
C29 -7.613 0.845 -2.571
O7 -7.482 0.790 -1.158
H38 -5.508 1.185 -2.905
H39 -6.553 1.687 -4.256
H40 -6.458 2.660 -2.769
H41 -7.608 -0.180 -2.955
H42 -8.577 1.300 -2.818
H43 -7.497 1.705 -0.827
C30 0.907 -5.715 -4.649
C31 -0.452 -5.310 -4.118
O8 -0.519 -5.555 -2.721
H44 1.097 -6.775 -4.454
H45 0.974 -5.536 -5.726
H46 1.702 -5.152 -4.149
H47 -1.242 -5.890 -4.605
H48 -0.644 -4.248 -4.297
H49 0.180 -5.029 -2.297

**Kohn-Sham gap**: 6.84 eV
**Maximum force**: 0.173 hartree/bohr
**Highest occupied orbital energy**: -0.3245 Ha
**Total energy**: -74937.7576 eV
**SMILES string**: CC(=O)OCCCC1=CC(=O)C(N=C=S)=C(C(F)(F)CC[Si](C)(C)c2ccccc2)C1=O.CCO.CCO.CCO.CCO
**Relative energy (zero: lowest compared OMol25 entry of this formula, charge and spin)**: 1898.43 kJ/mol

Atomic partial charges in e from the Löwdin method, atoms 1 to 6: -0.02 -0.27 -0.04 -0.11 -0.18 -0.14